ORCA calculation (ωB97M-V with the def2-TZVPD basis set) on C44H60N3O3V as an isolated structure in a non-equilibrium geometry.

Summary:
* HOMO-LUMO gap (alpha / beta): 6.125 / 5.658 eV
* 2S+1: 4
* relative energy (zero: lowest compared OMol25 entry of this formula, charge and spin): 2.2 kcal per mole
* charge: -1
* LUMO energy (alpha / beta): 2.51 / 1.75 eV
* highest occupied orbital energy (alpha / beta): -3.61 / -3.91 eV

Each line ends with the Mulliken charge.
CARTESIAN COORDINATES (ANGSTROEM)
V 1.2678 0.7698 -0.0333  -0.589
C -5.2280 -1.7770 0.1034  -2.160
C -5.2805 -0.3615 0.6823  2.023
C -5.8273 -0.4324 2.1167  -1.658
C -6.2427 0.4679 -0.1836  -1.757
C -3.9030 0.2935 0.7043  -0.252
C -2.7556 -0.4172 0.4628  -0.653
C -1.4975 0.2253 0.4567  -0.134
N -0.3171 -0.3592 0.2420  0.456
C -0.1860 -1.6476 -0.2803  -0.854
C -0.6130 -2.8215 0.3088  -0.069
C -0.4529 -4.0395 -0.3465  -0.488
C 0.1038 -4.0055 -1.6264  0.133
C 0.5387 -2.8468 -2.2616  -0.663
C 0.4353 -1.6055 -1.5721  0.869
O 0.8252 -0.4542 -2.0131  -1.034
C 1.1092 -2.8776 -3.6802  2.342
C 1.1578 -4.2887 -4.2680  -2.438
C 0.2113 -2.0111 -4.5818  -1.694
C 2.5375 -2.3117 -3.6884  -1.368
C -0.8375 -5.3384 0.3600  2.241
C 0.0450 -5.5075 1.6082  -1.730
C -0.6484 -6.5698 -0.5281  -2.327
C -2.3119 -5.2948 0.7910  -1.693
C -1.4356 1.6786 0.5165  0.724
O -0.3743 2.2545 0.1154  -0.502
C -2.6102 2.3762 0.9594  -0.593
C -3.7893 1.6728 1.0214  -0.147
C -2.5279 3.8649 1.2937  2.836
C -3.8214 4.3762 1.9322  -2.420
C -1.3842 4.1006 2.2972  -1.420
C -2.2544 4.6776 0.0176  -1.540
H -6.2404 -2.1768 0.0118  0.444
H -4.6598 -2.4534 0.7447  0.357
H -4.7698 -1.7779 -0.8872  0.433
H -6.8389 -0.8483 2.1292  0.455
H -5.8574 0.5619 2.5664  0.324
H -5.1848 -1.0623 2.7350  0.304
H -7.2107 -0.0332 -0.2618  0.465
H -5.8362 0.5961 -1.1887  0.359
H -6.4123 1.4579 0.2406  0.349
H -2.7839 -1.4777 0.2552  0.461
H -1.0383 -2.7667 1.3071  0.754
H 0.2138 -4.9420 -2.1549  0.665
H 0.1626 -4.7358 -4.3256  0.404
H 1.8051 -4.9421 -3.6778  0.389
H 1.5634 -4.2402 -5.2818  0.463
H -0.7992 -2.4262 -4.6205  0.341
H 0.6087 -1.9664 -5.6014  0.445
H 0.1588 -1.0007 -4.1783  0.265
H 3.2030 -2.9384 -3.0893  0.266
H 2.5428 -1.3094 -3.2659  0.077
H 2.9218 -2.2719 -4.7135  0.547
H 1.0980 -5.5428 1.3218  0.341
H -0.2050 -6.4303 2.1424  0.452
H -0.0874 -4.6680 2.2918  0.323
H 0.3928 -6.6867 -0.8341  0.399
H -1.2703 -6.5062 -1.4236  0.405
H -0.9409 -7.4664 0.0242  0.449
H -2.4988 -4.4706 1.4813  0.303
H -2.5907 -6.2275 1.2911  0.507
H -2.9568 -5.1623 -0.0803  0.350
H -4.6884 2.2013 1.3099  0.459
H -4.0925 3.7737 2.8021  0.440
H -4.6534 4.3636 1.2240  0.388
H -3.6804 5.4067 2.2650  0.442
H -1.5773 3.5608 3.2278  0.318
H -1.3014 5.1670 2.5251  0.493
H -0.4388 3.7516 1.8863  -0.002
H -3.0814 4.5798 -0.6905  0.318
H -1.3459 4.3177 -0.4602  0.086
H -2.1317 5.7370 0.2615  0.446
C 2.1878 3.0450 -1.9539  -1.798
N 2.4543 1.7759 -1.2814  1.100
C 3.5586 1.1378 -1.5556  -0.102
C 3.7585 -0.1094 -0.9439  -0.508
C 4.7645 -1.0886 -1.0168  -1.106
C 4.3288 -2.1380 -0.2184  -1.236
C 3.0783 -1.7586 0.2999  -0.870
N 2.7390 -0.5413 -0.1234  2.105
C 2.9442 4.1810 -1.3006  0.664
C 2.6671 4.4903 0.0313  0.386
C 3.3803 5.4827 0.6812  -0.853
C 4.3742 6.1839 0.0083  -0.466
C 4.6490 5.8884 -1.3172  -0.608
C 3.9366 4.8870 -1.9666  -0.609
H 1.1163 3.2337 -1.8753  0.274
H 2.4478 2.9836 -3.0153  0.507
H 4.2812 1.5374 -2.2673  0.452
H 5.6789 -1.0241 -1.5871  0.499
H 4.8402 -3.0724 -0.0447  0.446
H 2.4295 -2.3368 0.9422  0.570
H 1.8895 3.9263 0.5375  0.239
H 3.1685 5.7099 1.7193  0.383
H 4.9340 6.9572 0.5202  0.381
H 5.4209 6.4357 -1.8446  0.362
H 4.1595 4.6518 -3.0020  0.367
C 3.9019 1.4221 2.2443  -1.251
C 2.4311 1.3343 2.6806  1.480
C 2.2025 0.0566 3.5027  -1.648
C 2.0911 2.5507 3.5572  -1.495
O 1.5714 1.3395 1.5800  -0.271
H 4.5608 1.5054 3.1118  0.537
H 4.0389 2.2960 1.6039  0.136
H 4.1710 0.5334 1.6745  0.164
H 2.7012 0.1226 4.4721  0.487
H 2.5797 -0.8107 2.9593  0.210
H 1.1289 -0.0706 3.6567  0.254
H 2.7658 2.6169 4.4133  0.440
H 1.0641 2.4655 3.9182  0.302
H 2.1732 3.4643 2.9642  0.152